(1)
Formula: C42H112N8O15
Source: the OMol25 dataset
Level of theory: the ωB97M-V functional and the def2-TZVPD basis

* Kohn-Sham gap: 8.55 eV
* SMILES: COC[C@H](C)N.COC[C@H](C)N.COC[C@H](C)N.COC[C@H](C)N.COC[C@H](C)N.COCCNCCOC.COCCNCCOC.COCCNCCOC.OCCO.OCCO
* energy relative to the best compared isomer or geometry (same formula, charge and spin): 0.0 kcal per mole
* multiplicity: 1
* net charge: 0

Atoms and positions in Å:
C1 6.20 -0.56 7.03
O1 6.80 -0.25 5.78
C2 6.57 1.14 5.49
C3 6.94 1.40 4.04
N1 5.90 0.77 3.22
C4 6.21 0.74 1.80
C5 5.01 0.27 1.03
O2 4.21 1.39 0.65
C6 3.05 1.07 -0.05
H1 6.52 -1.57 7.29
H2 5.12 -0.63 6.87
H3 6.47 0.14 7.82
H4 7.22 1.70 6.17
H5 5.53 1.41 5.62
H6 7.94 1.05 3.77
H7 6.86 2.48 3.88
H8 5.68 -0.16 3.57
H9 7.00 0.03 1.51
H10 6.61 1.66 1.39
H11 4.33 -0.35 1.63
H12 5.30 -0.28 0.13
H13 2.36 0.44 0.52
H14 3.23 0.56 -1.00
H15 2.47 1.97 -0.29
C7 -4.88 -2.12 1.95
O3 -3.88 -2.87 2.62
C8 -2.97 -1.94 3.23
C9 -1.88 -2.68 3.99
N2 -2.41 -3.90 4.61
C10 -1.41 -4.87 4.99
C11 -0.64 -5.50 3.84
O4 -1.46 -6.01 2.82
C12 -0.76 -6.86 1.95
H16 -5.52 -1.55 2.64
H17 -5.51 -2.81 1.40
H18 -4.43 -1.32 1.35
H19 -3.51 -1.33 3.95
H20 -2.51 -1.33 2.45
H21 -1.54 -2.04 4.81
H22 -1.03 -2.85 3.32
H23 -3.08 -4.29 3.95
H24 -1.89 -5.64 5.61
H25 -0.72 -4.36 5.68
H26 -0.01 -6.28 4.27
H27 0.06 -4.75 3.45
H28 -0.56 -7.88 2.29
H29 0.05 -6.28 1.50
H30 -1.42 -7.04 1.09
C13 4.28 -1.81 -2.47
O5 3.43 -1.77 -1.36
C14 3.71 -2.78 -0.40
C15 2.67 -2.74 0.72
N3 1.38 -2.89 0.05
C16 0.27 -3.04 0.96
C17 -1.09 -3.35 0.32
O6 -1.34 -2.26 -0.59
C18 -2.37 -2.52 -1.53
H31 5.31 -1.45 -2.34
H32 3.88 -1.13 -3.22
H33 4.30 -2.79 -2.96
H34 4.71 -2.65 0.04
H35 3.75 -3.75 -0.90
H36 2.70 -1.87 1.37
H37 2.93 -3.60 1.34
H38 1.31 -2.17 -0.65
H39 0.14 -2.19 1.64
H40 0.48 -3.89 1.62
H41 -1.84 -3.26 1.10
H42 -1.06 -4.31 -0.20
H43 -3.34 -2.12 -1.23
H44 -2.52 -3.60 -1.67
H45 -2.06 -2.17 -2.52
C19 -0.89 1.28 -0.56
C20 -2.37 1.42 -0.19
O7 -2.58 2.47 0.72
O8 -0.27 0.32 0.31
H46 -0.30 2.17 -0.34
H47 -0.77 0.97 -1.60
H48 -2.73 0.46 0.18
H49 -2.92 1.52 -1.13
H50 -2.64 3.29 0.16
H51 -0.67 -0.55 0.13
C21 -3.74 3.62 4.62
C22 -2.52 2.90 4.11
O9 -2.76 1.74 3.35
O10 -3.38 4.85 5.25
H52 -4.20 3.01 5.41
H53 -4.53 3.72 3.87
H54 -1.77 2.64 4.86
H55 -1.94 3.63 3.52
H56 -2.79 1.99 2.40
H57 -4.19 5.26 5.54
C23 -4.80 5.04 -0.88
C24 -3.35 5.53 -1.05
C25 -2.76 6.12 0.23
O11 -3.33 7.39 0.40
C26 -2.66 8.16 1.39
N4 -2.58 4.29 -1.33
H58 -5.49 5.72 -0.38
H59 -4.88 4.12 -0.29
H60 -5.23 4.81 -1.86
H61 -3.34 6.16 -1.94
H62 -1.68 6.15 0.06
H63 -2.86 5.44 1.08
H64 -3.09 9.16 1.39
H65 -1.58 8.14 1.23
H66 -2.87 7.75 2.39
H67 -1.66 4.47 -1.73
H68 -3.08 3.91 -2.13
C27 1.80 1.30 3.82
C28 1.24 -0.13 3.94
C29 0.96 -0.52 5.36
O12 2.16 -0.61 6.11
C30 1.92 -1.17 7.39
N5 0.03 -0.22 3.11
H69 0.98 2.01 3.95
H70 2.17 1.42 2.80
H71 2.58 1.47 4.56
H72 1.97 -0.80 3.47
H73 0.37 -1.45 5.41
H74 0.24 0.15 5.85
H75 1.42 -0.41 8.00
H76 2.89 -1.42 7.82
H77 1.33 -2.09 7.33
H78 0.16 0.11 2.16
H79 -0.74 0.34 3.48
C31 2.00 -2.08 -8.21
C32 1.08 -2.34 -7.03
C33 1.43 -1.48 -5.84
O13 0.66 -1.90 -4.75
C34 0.76 -1.24 -3.51
N6 -0.32 -2.17 -7.50
H80 2.03 -1.02 -8.49
H81 1.91 -2.80 -9.02
H82 3.06 -2.20 -7.93
H83 1.16 -3.37 -6.67
H84 1.32 -0.40 -6.04
H85 2.48 -1.74 -5.65
H86 0.13 -1.80 -2.81
H87 0.52 -0.18 -3.67
H88 1.75 -1.23 -3.06
H89 -0.86 -1.99 -6.65
H90 -0.68 -3.07 -7.78
C35 -5.15 -2.45 -4.03
C36 -4.96 -1.91 -5.45
C37 -3.63 -1.18 -5.69
O14 -3.52 -0.13 -4.74
C38 -2.24 0.45 -4.67
N7 -4.95 -3.07 -6.38
H91 -6.21 -2.71 -3.96
H92 -4.90 -1.74 -3.24
H93 -4.57 -3.35 -3.85
H94 -5.77 -1.27 -5.81
H95 -3.52 -0.76 -6.69
H96 -2.85 -1.93 -5.50
H97 -2.19 1.50 -4.96
H98 -1.53 -0.12 -5.27
H99 -1.87 0.32 -3.64
H100 -4.94 -2.70 -7.32
H101 -5.83 -3.57 -6.26
C39 -0.57 3.84 -4.57
C40 0.36 3.31 -3.49
C41 1.80 3.08 -3.97
O15 1.80 2.00 -4.90
C42 2.96 1.98 -5.68
N8 0.37 4.25 -2.36
H102 -0.02 4.60 -5.14
H103 -1.45 4.29 -4.11
H104 -0.87 3.10 -5.30
H105 -0.05 2.34 -3.21
H106 2.40 2.80 -3.10
H107 2.20 3.99 -4.44
H108 2.97 1.17 -6.40
H109 3.85 1.94 -5.04
H110 3.10 2.93 -6.21
H111 1.14 3.98 -1.75
H112 0.68 5.17 -2.67

These are the Löwdin partial charges, in e, on atoms 1 to 5: C -0.11; O -0.20; C -0.23; C -0.20; N -0.05

***

(2)
Formula: C2H4ClNSi
Source: the OMol25 dataset
Level of theory: the ωB97M-V functional and the def2-TZVPD basis

* Kohn-Sham gap: 10.14 eV
* SMILES: N[SiH2]C#CCl
* energy relative to the best compared isomer or geometry (same formula, charge and spin): 2.8 kcal per mole
* multiplicity: 1
* net charge: 0

Atoms and positions in Å:
C1 1.18 -0.35 -0.25
C2 2.37 0.11 -0.11
N1 -1.50 0.83 -0.23
Si1 -0.64 -0.68 -0.15
Cl1 4.00 0.32 0.02
H1 -2.40 0.83 0.25
H2 -0.99 1.64 0.16
H3 -1.41 -1.53 -0.97
H4 -0.61 -1.17 1.27

These are the Löwdin partial charges, in e, on atoms 1 to 5: C -0.21; C -0.70; N -0.17; Si 0.46; Cl 0.68

***

(3)
Formula: C23H44Br8O11S3
Source: the OMol25 dataset
Level of theory: the ωB97M-V functional and the def2-TZVPD basis

* Kohn-Sham gap: 8.34 eV
* SMILES: O=C1C=CC(=O)C=C1.CCOS(C)(=O)=O.CCOS(C)(=O)=O.CCOS(C)(=O)=O.BrCCBr.BrCCBr.BrCCBr.BrCCBr
* multiplicity: 1
* net charge: 0

Atoms and positions in Å:
Br1 -0.58 0.90 2.09
C1 0.65 0.99 0.46
C2 0.70 -0.36 -0.17
Br2 1.96 -0.50 -1.85
H1 1.71 1.13 0.68
H2 0.32 1.81 -0.17
H3 -0.30 -0.58 -0.57
H4 0.94 -1.15 0.54
Br3 4.77 4.77 2.61
C3 3.77 4.54 4.31
C4 4.18 3.21 4.92
Br4 3.20 3.27 6.64
H5 2.72 4.56 4.01
H6 3.87 5.47 4.87
H7 5.22 3.30 5.22
H8 4.01 2.28 4.38
Br5 2.12 -4.70 6.42
C5 3.15 -4.30 4.77
C6 3.23 -5.59 3.95
Br6 4.05 -5.22 2.18
H9 4.00 -3.65 4.99
H10 2.47 -3.65 4.22
H11 2.25 -6.03 3.80
H12 3.83 -6.38 4.40
Br7 -0.04 5.35 -3.98
C7 0.94 7.10 -3.69
C8 0.50 7.76 -2.41
Br8 0.90 9.78 -2.77
H13 0.51 7.74 -4.46
H14 2.02 7.04 -3.85
H15 1.10 7.35 -1.60
H16 -0.58 7.77 -2.26
O1 -8.20 -6.24 2.46
S1 -8.00 -5.11 1.55
O2 -9.07 -4.21 1.12
O3 -6.74 -4.23 2.11
C9 -6.94 -3.79 3.48
C10 -5.94 -2.68 3.83
C11 -7.26 -5.64 -0.12
H17 -6.72 -4.66 4.09
H18 -7.99 -3.51 3.58
H19 -4.97 -3.18 3.73
H20 -6.18 -2.39 4.85
H21 -5.91 -1.96 3.01
H22 -7.23 -6.73 -0.11
H23 -6.24 -5.27 -0.09
H24 -7.96 -5.20 -0.82
O4 9.94 -4.45 -3.50
S2 10.39 -3.32 -2.73
O5 10.88 -3.46 -1.34
O6 11.53 -2.42 -3.59
C12 11.71 -2.88 -4.95
C13 12.60 -2.09 -5.88
C14 9.12 -1.97 -2.80
H25 10.79 -3.14 -5.46
H26 12.25 -3.83 -4.86
H27 12.90 -2.71 -6.72
H28 13.52 -1.87 -5.33
H29 12.23 -1.08 -6.06
H30 9.68 -1.04 -2.92
H31 8.61 -1.83 -1.85
H32 8.41 -2.18 -3.60
O7 -4.86 -5.34 -5.26
S3 -4.13 -4.10 -5.33
O8 -4.12 -3.29 -6.57
O9 -4.58 -3.15 -4.06
C15 -4.32 -1.75 -4.32
C16 -4.81 -0.91 -3.18
C17 -2.43 -4.52 -4.74
H33 -4.85 -1.52 -5.25
H34 -3.41 -1.33 -4.74
H35 -5.88 -1.07 -3.06
H36 -4.56 0.14 -3.39
H37 -4.41 -1.32 -2.26
H38 -1.96 -3.54 -4.62
H39 -1.84 -5.12 -5.43
H40 -2.68 -4.88 -3.74
C18 -5.11 8.66 3.25
C19 -6.47 8.60 3.44
C20 -7.13 7.48 4.13
O10 -8.31 7.23 4.18
C21 -6.20 6.49 4.56
C22 -4.85 6.52 4.25
C23 -4.18 7.56 3.57
O11 -2.97 7.57 3.49
H41 -4.81 9.66 2.96
H42 -7.12 9.44 3.24
H43 -6.53 5.76 5.28
H44 -4.31 5.78 4.82

These are the Löwdin partial charges, in e, on atoms 1 to 5: Br 0.55; C -0.63; C -0.61; Br 0.47; H 0.06

***

(4)
Formula: C4H6S2
Source: the OMol25 dataset
Level of theory: the ωB97M-V functional and the def2-TZVPD basis

* Kohn-Sham gap: 7.28 eV
* SMILES: CCC(=S)C=S
* energy relative to the best compared isomer or geometry (same formula, charge and spin): 44.3 kcal per mole
* multiplicity: 1
* net charge: 0

Atoms and positions in Å:
C1 2.55 0.35 0.17
C2 1.02 0.96 -0.27
C3 -1.33 0.26 0.49
C4 -0.08 -0.03 -0.38
S1 2.89 -1.23 0.32
S2 0.89 2.59 -0.24
H1 3.19 1.27 0.40
H2 -1.45 1.25 0.87
H3 -1.20 -0.52 1.35
H4 -2.26 0.19 -0.01
H5 0.40 -1.03 -0.07
H6 -0.38 0.09 -1.41

These are the Löwdin partial charges, in e, on atoms 1 to 5: C -0.63; C -0.77; C -0.10; C -0.32; S 0.69

***

(5)
Formula: C7H9B2Cl4O
Source: the OMol25 dataset
Level of theory: the ωB97M-V functional and the def2-TZVPD basis

* Kohn-Sham gap: 4.93 eV
* energy relative to the best compared isomer or geometry (same formula, charge and spin): 16.7 kcal per mole
* multiplicity: 1
* net charge: -1

Atoms and positions in Å:
Cl1 3.20 -1.01 6.48
B1 2.44 0.68 6.61
Cl2 2.89 1.51 8.26
Cl3 3.03 1.83 5.23
O1 0.96 0.51 6.52
C1 0.15 1.50 6.52
C2 -1.27 1.33 6.63
C3 -2.12 2.46 6.78
C4 -3.49 2.31 6.88
C5 -4.05 1.03 6.86
Cl4 -5.76 0.85 6.91
C6 -3.23 -0.11 6.80
C7 -1.85 0.04 6.70
H1 0.54 2.52 6.43
H2 -1.68 3.46 6.84
H3 -4.14 3.17 6.95
H4 -3.67 -1.09 6.80
H5 -1.18 -0.83 6.69
H6 0.68 0.27 4.08
B2 1.02 -0.24 2.97
H7 0.33 -1.22 2.66
H8 0.94 0.56 2.04
H9 2.19 -0.64 3.01

These are the Löwdin partial charges, in e, on atoms 1 to 5: Cl 0.49; B -1.83; Cl 0.43; Cl 0.48; O -0.05

***

(6)
Formula: HP3
Source: the OMol25 dataset
Level of theory: the ωB97M-V functional and the def2-TZVPD basis

* Kohn-Sham gap: 7.46 eV
* SMILES: P1=P#[PH]1
* energy relative to the best compared isomer or geometry (same formula, charge and spin): 0.0 kcal per mole
* multiplicity: 1
* net charge: 0

Atoms and positions in Å:
P1 -0.47 0.83 -0.09
P2 -0.01 -1.31 -0.67
P3 -0.29 -0.94 1.29
H1 0.76 1.42 -0.53

Charges obtained by Löwdin population analysis, quoted in units of e: P 0.10; P 0.07; P 0.05; H -0.22

***

(7)
Formula: C5H7NO
Source: the OMol25 dataset
Level of theory: the ωB97M-V functional and the def2-TZVPD basis

* Kohn-Sham gap (alpha / beta): 7.71 / 7.69 eV
* energy relative to the best compared isomer or geometry (same formula, charge and spin): 157.2 kcal per mole
* multiplicity: 1
* net charge: 0

Atoms and positions in Å:
C1 -1.28 -1.48 -1.22
N1 1.14 -1.48 -0.93
C2 0.92 -0.38 -0.47
O1 -0.43 0.21 -0.61
C3 -0.08 1.32 0.28
C4 0.36 0.81 1.60
C5 1.31 0.80 0.42
H1 -0.92 -1.70 -2.21
H2 -1.11 -2.25 -0.48
H3 -2.20 -0.92 -1.15
H4 -0.47 2.30 0.03
H5 -0.04 -0.13 1.98
H6 0.56 1.56 2.36
H7 2.25 1.33 0.40

These are the Löwdin partial charges, in e, on atoms 1 to 5: C 0.19; N 0.14; C -0.48; O -0.12; C -0.21

***

(8)
Formula: C2H5ClO2
Source: the OMol25 dataset
Level of theory: the ωB97M-V functional and the def2-TZVPD basis

* Kohn-Sham gap (alpha / beta): 7.28 / 10.04 eV
* energy relative to the best compared isomer or geometry (same formula, charge and spin): 3.9 kcal per mole
* multiplicity: 3
* net charge: 0

Atoms and positions in Å:
C1 0.82 0.75 -0.85
C2 0.08 -0.94 0.96
O1 -2.67 0.39 -0.43
O2 0.39 0.16 0.50
Cl1 0.10 -2.44 -0.06
H1 0.05 1.52 -1.08
H2 0.75 -0.08 -1.51
H3 1.87 1.22 -0.80
H4 -2.34 -0.29 -1.11
H5 -2.53 0.11 0.39

These are the Löwdin partial charges, in e, on atoms 1 to 5: C 0.04; C -0.54; O -0.03; O -0.22; Cl 0.48